{"formula": "C33H29BrCsN7O7S", "method": "the ωB97M-V functional and the def2-TZVPD basis", "homo_lumo_gap_ev": 6.580, "lumo_energy_ev": 3.6, "total_charge": -2, "energy_ha": -5177.40729, "e_above_lowest_ev": 2.091, "homo_ev": -2.94, "elements": ["Cs", "O", "C", "C", "N", "C", "C", "O", "O", "C", "C", "O", "O", "H", "H", "H", "H", "H", "H", "H", "H", "H", "N", "C", "C", "C", "C", "C", "N", "C", "C", "C", "C", "C", "N", "H", "H", "H", "H", "H", "H", "H", "H", "H", "N", "C", "C", "C", "C", "C", "C", "N", "C", "C", "C", "S", "C", "N", "H", "H", "H", "H", "H", "H", "H", "Br", "C", "C", "C", "C", "C", "C", "C", "O", "O", "H", "H", "H", "H"], "xyz": [[-0.64, 0.68, 0.49], [-1.80, -2.12, 1.80], [-2.50, -2.96, 0.90], [-3.24, -2.21, -0.20], [-2.32, -1.59, -1.14], [-2.93, -0.54, -1.98], [-3.53, 0.64, -1.17], [-4.74, 0.58, -0.88], [-2.71, 1.55, -0.86], [-1.73, -2.60, -2.01], [-0.27, -2.39, -2.49], [0.13, -3.34, -3.22], [0.40, -1.48, -1.99], [-1.13, -1.64, 1.30], [-3.22, -3.51, 1.51], [-1.81, -3.71, 0.48], [-3.86, -1.43, 0.25], [-3.94, -2.91, -0.70], [-3.73, -0.98, -2.61], [-2.13, -0.17, -2.62], [-2.38, -2.81, -2.88], [-1.67, -3.55, -1.47], [3.68, 2.67, -1.43], [2.55, 3.43, -1.15], [2.67, 4.83, -1.18], [1.54, 5.59, -0.97], [0.33, 4.96, -0.70], [0.34, 3.58, -0.65], [1.40, 2.82, -0.90], [3.85, 1.30, -1.55], [5.01, 0.85, -2.22], [5.22, -0.50, -2.34], [4.28, -1.38, -1.81], [3.18, -0.85, -1.17], [2.98, 0.46, -1.02], [4.46, 3.21, -1.77], [3.63, 5.29, -1.38], [1.61, 6.67, -0.99], [-0.57, 5.51, -0.48], [-0.55, 3.01, -0.41], [5.70, 1.57, -2.64], [6.10, -0.88, -2.85], [4.38, -2.45, -1.91], [2.39, -1.47, -0.78], [2.87, -2.41, 3.55], [3.03, -1.20, 4.19], [3.72, -0.82, 5.33], [3.67, 0.53, 5.66], [2.97, 1.45, 4.88], [2.28, 1.07, 3.74], [2.31, -0.28, 3.40], [1.74, -0.94, 2.32], [2.09, -2.18, 2.44], [1.81, -3.19, 1.43], [2.36, -4.45, 1.36], [1.92, -5.17, -0.13], [1.03, -3.76, -0.55], [1.04, -2.84, 0.36], [3.24, -3.30, 3.83], [4.26, -1.53, 5.93], [4.19, 0.87, 6.55], [2.95, 2.49, 5.18], [1.72, 1.80, 3.16], [3.02, -4.93, 2.07], [0.55, -3.65, -1.53], [0.02, 5.16, 5.27], [-1.65, 4.70, 4.48], [-2.77, 5.39, 4.90], [-4.01, 5.07, 4.36], [-4.11, 4.04, 3.43], [-2.98, 3.34, 3.05], [-1.72, 3.66, 3.56], [-0.51, 2.89, 3.01], [0.44, 3.58, 2.58], [-0.66, 1.65, 2.95], [-2.67, 6.18, 5.64], [-4.89, 5.62, 4.67], [-5.07, 3.78, 3.00], [-3.06, 2.53, 2.33]], "lowdin_charge": [1.388, -0.107, -0.248, -0.182, -0.183, -0.129, -0.744, -0.062, -0.311, -0.129, -0.740, -0.092, -0.047, -0.066, 0.112, 0.094, 0.118, 0.124, 0.113, 0.119, 0.119, 0.101, 0.112, -0.301, -0.036, -0.090, -0.064, -0.184, 0.116, -0.306, -0.045, -0.104, -0.069, -0.112, 0.159, 0.118, 0.095, 0.097, 0.104, 0.002, 0.093, 0.093, 0.096, 0.068, 0.157, -0.198, -0.053, -0.119, -0.084, 0.020, -0.193, 0.187, -0.268, -0.316, -0.370, 0.999, -0.429, 0.059, 0.142, 0.092, 0.086, 0.097, 0.088, 0.053, 0.032, 0.727, -0.603, -0.160, -0.116, -0.085, -0.007, -0.152, -0.747, -0.060, -0.264, 0.081, 0.089, 0.101, 0.121]}

---

{"formula": "C67H78AsAuClNO2P2", "method": "the ωB97M-V functional and the def2-TZVPD basis", "homo_lumo_gap_ev": [4.826, 4.825], "lumo_energy_ev": [-7.4, -7.4], "total_charge": 2, "energy_ha": -6319.06723, "homo_ev": [-12.22, -12.22], "elements": ["Au", "C", "C", "C", "C", "C", "O", "C", "N", "C", "C", "C", "C", "C", "C", "P", "C", "C", "C", "C", "C", "C", "C", "C", "C", "C", "C", "C", "H", "H", "H", "H", "H", "H", "H", "H", "H", "H", "H", "H", "H", "H", "H", "H", "H", "H", "H", "H", "H", "H", "H", "H", "O", "P", "C", "C", "C", "C", "C", "C", "C", "C", "C", "C", "C", "C", "C", "C", "C", "C", "C", "C", "H", "H", "H", "H", "H", "H", "H", "H", "H", "H", "H", "H", "H", "H", "H", "H", "H", "H", "H", "H", "H", "H", "H", "H", "H", "H", "H", "H", "H", "H", "H", "H", "H", "Cl", "C", "C", "C", "C", "C", "C", "C", "H", "H", "H", "H", "H", "H", "C", "C", "C", "C", "C", "C", "As", "C", "C", "C", "C", "C", "C", "C", "C", "C", "C", "C", "C", "H", "H", "H", "H", "H", "H", "H", "H", "H", "H", "H", "H", "H", "H", "H"], "xyz": [[0.55, -0.30, 1.30], [0.43, 3.11, 2.69], [0.23, 2.66, 4.14], [-1.19, 2.91, 4.63], [0.66, 1.20, 4.31], [0.66, 0.71, 5.78], [-0.16, -0.47, 5.75], [-0.60, -0.64, 4.49], [-0.22, 0.23, 3.62], [-1.47, -1.81, 4.31], [-2.02, -2.32, 5.49], [-2.88, -3.40, 5.48], [-3.20, -4.01, 4.27], [-2.65, -3.52, 3.10], [-1.78, -2.43, 3.08], [-1.21, -1.93, 1.39], [-0.58, -3.52, 0.75], [0.80, -3.72, 0.82], [1.37, -4.95, 0.52], [0.57, -5.99, 0.08], [-0.80, -5.80, -0.04], [-1.37, -4.58, 0.29], [-2.84, -1.62, 0.65], [-3.73, -0.83, 1.38], [-5.02, -0.60, 0.91], [-5.43, -1.19, -0.28], [-4.55, -1.97, -1.01], [-3.25, -2.17, -0.56], [0.32, 4.20, 2.61], [-0.32, 2.66, 2.03], [1.42, 2.84, 2.33], [0.93, 3.24, 4.76], [-1.87, 2.14, 4.24], [-1.55, 3.88, 4.28], [-1.26, 2.91, 5.71], [1.66, 1.10, 3.89], [0.20, 1.43, 6.46], [1.65, 0.44, 6.14], [-1.77, -1.85, 6.43], [-3.30, -3.77, 6.40], [-3.87, -4.85, 4.24], [-2.92, -4.00, 2.17], [1.44, -2.90, 1.12], [2.44, -5.09, 0.62], [1.00, -6.95, -0.15], [-1.44, -6.60, -0.39], [-2.44, -4.47, 0.20], [-3.42, -0.41, 2.33], [-5.71, 0.01, 1.48], [-6.44, -1.04, -0.64], [-4.87, -2.44, -1.93], [-2.56, -2.76, -1.14], [-0.46, -0.03, -1.01], [-0.40, -0.14, -2.52], [-2.11, 0.16, -3.15], [-2.81, 1.24, -2.31], [-4.00, 1.86, -3.06], [-4.67, 0.84, -3.98], [-3.71, 0.34, -5.07], [-2.24, 0.49, -4.64], [0.93, 1.01, -3.07], [1.38, 1.11, -4.54], [0.74, 2.22, -5.37], [0.71, 3.55, -4.64], [0.01, 3.39, -3.29], [0.76, 2.39, -2.42], [-0.05, -1.93, -2.87], [-0.51, -2.60, -4.17], [0.47, -2.47, -5.33], [1.86, -2.95, -4.91], [2.36, -2.18, -3.69], [1.39, -2.32, -2.52], [-2.60, -0.80, -2.98], [-2.09, 2.03, -2.05], [-3.14, 0.80, -1.37], [-3.66, 2.71, -3.67], [-4.72, 2.25, -2.34], [-5.55, 1.28, -4.44], [-5.02, 0.00, -3.36], [-3.86, 0.90, -5.99], [-3.92, -0.71, -5.29], [-1.93, 1.53, -4.80], [-1.60, -0.14, -5.26], [1.74, 0.50, -2.52], [1.23, 0.16, -5.04], [2.46, 1.29, -4.52], [-0.28, 1.94, -5.65], [1.30, 2.31, -6.30], [0.21, 4.30, -5.24], [1.74, 3.90, -4.47], [-1.02, 3.06, -3.46], [-0.04, 4.36, -2.77], [0.29, 2.28, -1.44], [1.76, 2.80, -2.24], [-0.69, -2.32, -2.07], [-1.50, -2.22, -4.47], [-0.63, -3.66, -3.95], [0.53, -1.44, -5.68], [0.11, -3.07, -6.17], [2.57, -2.83, -5.74], [1.82, -4.02, -4.67], [2.50, -1.13, -3.95], [3.34, -2.57, -3.39], [1.73, -1.73, -1.66], [1.38, -3.36, -2.20], [-5.86, 6.54, 0.47], [-4.80, 5.23, 0.64], [-4.73, 4.56, 1.87], [-3.90, 3.49, 2.00], [-3.11, 3.03, 0.90], [-2.31, 1.93, 1.02], [-3.19, 3.75, -0.33], [-4.02, 4.82, -0.46], [-5.33, 4.90, 2.70], [-3.83, 2.96, 2.95], [-2.26, 1.37, 1.95], [-1.73, 1.54, 0.18], [-2.58, 3.43, -1.16], [-4.09, 5.37, -1.39], [5.11, 3.42, 4.18], [4.83, 3.68, 2.84], [4.23, 2.72, 2.05], [3.90, 1.48, 2.59], [4.19, 1.22, 3.93], [4.79, 2.18, 4.72], [2.98, 0.09, 1.56], [3.67, -1.46, 2.49], [2.81, -2.26, 3.24], [3.30, -3.37, 3.92], [4.65, -3.67, 3.87], [5.52, -2.85, 3.17], [5.04, -1.74, 2.49], [3.91, 0.20, -0.14], [3.63, 1.33, -0.89], [4.32, 1.59, -2.06], [5.29, 0.70, -2.50], [5.53, -0.47, -1.79], [4.84, -0.72, -0.62], [5.56, 4.18, 4.80], [5.09, 4.64, 2.42], [4.03, 2.94, 1.01], [3.95, 0.25, 4.36], [5.03, 1.96, 5.75], [1.76, -2.01, 3.28], [2.62, -3.99, 4.49], [5.03, -4.54, 4.39], [6.58, -3.06, 3.16], [5.73, -1.08, 1.98], [2.84, 2.00, -0.56], [4.12, 2.49, -2.63], [5.85, 0.92, -3.40], [6.26, -1.17, -2.15], [5.02, -1.65, -0.08]], "lowdin_charge": [0.510, -0.052, -0.356, -0.053, -0.289, -0.056, 0.008, -0.338, 0.073, -0.122, -0.001, -0.041, -0.039, -0.073, -0.260, 1.022, -0.343, -0.118, -0.064, -0.059, -0.057, -0.104, -0.352, -0.115, -0.065, -0.065, -0.066, -0.101, 0.092, 0.035, 0.052, 0.150, 0.063, 0.081, 0.081, 0.080, 0.126, 0.131, 0.123, 0.118, 0.118, 0.094, 0.044, 0.113, 0.114, 0.114, 0.093, 0.101, 0.111, 0.114, 0.117, 0.089, -0.467, 0.860, -0.327, -0.210, -0.182, -0.176, -0.162, -0.192, -0.314, -0.168, -0.181, -0.183, -0.193, -0.193, -0.326, -0.175, -0.190, -0.182, -0.185, -0.185, 0.108, 0.051, 0.095, 0.117, 0.106, 0.115, 0.099, 0.117, 0.113, 0.089, 0.107, 0.086, 0.076, 0.118, 0.086, 0.121, 0.116, 0.119, 0.088, 0.116, 0.089, 0.096, 0.086, 0.096, 0.126, 0.088, 0.119, 0.117, 0.120, 0.087, 0.113, 0.091, 0.116, 0.837, -0.601, -0.055, 0.034, -0.229, 0.204, 0.032, -0.050, 0.126, 0.127, 0.063, 0.065, 0.104, 0.127, -0.065, -0.064, -0.104, -0.362, -0.123, -0.062, 1.273, -0.399, -0.144, -0.064, -0.061, -0.056, -0.113, -0.367, -0.165, -0.080, -0.061, -0.063, -0.092, 0.113, 0.112, 0.086, 0.099, 0.113, 0.065, 0.113, 0.113, 0.115, 0.110, 0.083, 0.110, 0.114, 0.115, 0.095]}

---

{"formula": "C4H22O8", "method": "the ωB97M-V functional and the def2-TZVPD basis", "homo_lumo_gap_ev": 9.707, "lumo_energy_ev": 0.3, "smiles": "C1CCOC1.O.O.O.O.O.O.O", "energy_ha": -767.45586, "e_above_lowest_ev": 1.278, "homo_ev": -9.36, "elements": ["C", "C", "C", "O", "C", "H", "H", "H", "H", "H", "H", "H", "H", "O", "H", "H", "O", "H", "H", "O", "H", "H", "O", "H", "H", "O", "H", "H", "O", "H", "H", "O", "H", "H"], "xyz": [[-5.14, 3.70, 3.08], [-4.78, 3.60, 1.59], [-3.45, 2.71, 1.54], [-2.85, 2.97, 2.81], [-3.80, 3.39, 3.77], [-5.83, 2.88, 3.29], [-5.44, 4.66, 3.49], [-4.56, 4.62, 1.28], [-5.57, 3.13, 1.00], [-2.79, 3.01, 0.73], [-3.61, 1.63, 1.55], [-3.31, 4.22, 4.29], [-3.88, 2.52, 4.41], [3.16, -5.26, -3.23], [3.36, -6.14, -2.91], [2.31, -5.35, -3.66], [0.74, -1.07, -1.07], [1.54, -1.43, -1.47], [0.81, -1.31, -0.15], [-1.47, 2.96, -5.08], [-1.41, 2.26, -4.43], [-1.72, 3.73, -4.57], [4.47, 0.91, -4.40], [5.02, 1.60, -4.79], [3.94, 1.37, -3.75], [0.41, -5.37, 2.91], [0.76, -5.84, 3.66], [-0.54, -5.48, 2.98], [4.57, -3.02, 2.29], [5.31, -3.63, 2.36], [3.84, -3.57, 2.00], [6.96, -2.78, -2.96], [6.72, -2.22, -3.69], [6.23, -3.39, -2.87]], "nbo_charge": [-0.444, -0.428, -0.065, -0.545, -0.067, 0.205, 0.220, 0.206, 0.214, 0.188, 0.166, 0.181, 0.169, -0.939, 0.468, 0.471, -0.941, 0.471, 0.470, -0.935, 0.469, 0.466, -0.937, 0.468, 0.470, -0.938, 0.468, 0.469, -0.935, 0.467, 0.468, -0.941, 0.471, 0.470]}

---

{"formula": "C5H7ClN5", "method": "the ωB97M-V functional and the def2-TZVPD basis", "homo_lumo_gap_ev": 4.878, "lumo_energy_ev": -5.8, "total_charge": 1, "energy_ha": -928.31436, "e_above_lowest_ev": 3.770, "homo_ev": -10.66, "elements": ["C", "C", "C", "C", "C", "N", "N", "N", "N", "N", "Cl", "H", "H", "H", "H", "H", "H", "H"], "xyz": [[0.61, 2.58, -1.71], [2.22, 1.09, -2.06], [2.46, 2.25, -2.82], [2.60, -0.12, -1.58], [-1.82, -1.50, 1.67], [1.52, 3.16, -2.53], [1.60, -0.55, -0.76], [1.00, 1.34, -1.36], [0.68, 0.40, -0.49], [-1.40, -0.45, 0.97], [3.72, 2.46, -3.92], [-0.24, 3.08, -1.37], [3.31, -0.86, -1.88], [-2.92, -1.58, 2.06], [-1.19, -2.33, 1.90], [-0.48, -0.50, 0.55], [-1.84, 0.49, 0.93], [1.67, -1.42, -0.07]], "nbo_charge": [0.081, -0.022, 0.063, 0.009, 0.143, -0.370, -0.319, -0.109, -0.263, -0.587, 0.093, 0.210, 0.255, 0.249, 0.226, 0.447, 0.460, 0.433]}

---

{"formula": "C4H6N4O2", "method": "the ωB97M-V functional and the def2-TZVPD basis", "homo_lumo_gap_ev": 9.467, "lumo_energy_ev": 0.3, "smiles": "C/C(=N/O)c1noc(N)n1", "energy_ha": -525.40275, "e_above_lowest_ev": 5.609, "homo_ev": -9.18, "elements": ["N", "N", "N", "O", "O", "C", "C", "C", "N", "C", "H", "H", "H", "H", "H", "H"], "xyz": [[0.67, -1.41, -0.74], [0.82, 0.76, -0.16], [-1.78, 0.83, 0.94], [-0.86, 1.85, 1.19], [1.89, -0.88, -1.10], [0.01, -0.39, -0.18], [1.96, 0.41, -0.63], [-1.42, -0.31, 0.33], [3.04, 1.28, -0.51], [-2.47, -1.41, 0.15], [-0.09, 1.68, 0.60], [2.80, 2.00, 0.18], [3.93, 0.73, -0.31], [-3.18, -1.63, 1.03], [-2.06, -2.32, -0.28], [-3.26, -1.20, -0.51]], "nbo_charge": [-0.130, -0.606, -0.049, -0.549, -0.293, 0.282, 0.697, 0.101, -0.803, -0.663, 0.469, 0.419, 0.409, 0.246, 0.235, 0.236]}

---

{"formula": "C4H11NO2", "method": "the ωB97M-V functional and the def2-TZVPD basis", "homo_lumo_gap_ev": [3.358, 7.167], "lumo_energy_ev": [3.8, 3.8], "total_charge": -1, "energy_ha": -364.19534, "e_above_lowest_ev": 1.178, "spin_multiplicity": 2, "s_squared": 0.75, "homo_ev": [0.49, -3.36], "elements": ["O", "C", "C", "C", "C", "N", "H", "H", "H", "H", "H", "H", "H", "H", "H", "H", "H", "O"], "xyz": [[-1.53, 1.67, -1.88], [-1.81, 1.20, -0.75], [-1.30, -0.16, -0.29], [-0.26, -0.02, 0.86], [0.58, -1.25, 1.02], [1.67, -0.92, 2.03], [-2.28, 1.82, 0.02], [-2.12, -0.73, 0.14], [-0.91, -0.70, -1.16], [-0.83, 0.26, 1.75], [0.40, 0.83, 0.65], [0.10, -2.17, 1.35], [1.10, -1.49, 0.08], [2.10, -1.75, 2.43], [2.42, -0.48, 1.49], [0.16, 1.01, -2.49], [1.36, 1.89, -2.75], [1.14, 0.99, -2.50]], "lowdin_spin": [0.331, 0.445, 0.072, 0.037, 0.009, 0.003, 0.056, 0.024, 0.000, 0.004, 0.008, 0.001, 0.000, 0.001, 0.000, 0.001, 0.001, 0.007]}